No. 1
The following is a DFT calculation (wB97M-V/def2-TZVPD) of a cluster of 3 separate species, C4H17N2O2 in total.

```
25
Properties=species:S:1:pos:R:3:forces:R:3
C 0.67876 -0.54186 1.65220 -0.74 -1.11 -1.10
N 0.76182 0.87988 1.71142 0.62 0.16 -0.16
C 0.47784 -0.97259 0.16215 0.30 1.00 -1.44
N -0.66517 -0.12968 -0.38225 -1.20 0.21 0.65
C -2.00529 -0.53513 0.18309 -0.09 0.83 0.17
C 1.72492 -0.62386 -0.65131 0.50 -0.24 0.31
H -0.14957 -0.97732 2.21411 0.21 -0.08 0.43
H 1.61338 -1.03592 1.90456 0.01 0.18 0.51
H -0.08163 1.40340 1.56705 -0.11 0.01 0.32
H 1.32388 1.28231 2.44112 0.01 -0.16 0.11
H 0.17301 -1.99466 -0.06214 -0.03 -0.15 0.73
H -0.86694 -0.16457 -1.39204 1.22 -0.42 -0.10
H -0.46057 0.85260 -0.18442 0.06 0.10 0.19
H -2.59643 0.35092 0.41249 -0.04 0.09 -0.50
H -1.94568 -1.03392 1.14178 0.40 -0.48 -0.18
H -2.45172 -1.12496 -0.60552 -0.45 -0.28 0.32
H 2.44439 -1.44428 -0.67327 -0.07 -0.07 0.39
H 2.19048 0.23054 -0.17202 0.19 0.18 -0.15
H 1.56828 -0.40738 -1.69839 -0.41 0.25 -0.12
H 0.18820 -1.00142 -3.70878 0.09 -0.26 0.01
H 0.05494 -1.96612 -2.47474 0.23 -0.10 -0.51
O -0.36500 -1.24915 -2.96109 -0.50 0.22 0.29
H -0.24296 3.56444 -0.19556 0.01 0.15 0.11
H -0.68226 3.58820 1.28497 -0.02 0.19 -0.11
O -0.68668 3.05054 0.48658 -0.22 -0.21 -0.15
```
Positions in Å, forces in eV/Å.

Results
* ΔE to the lowest compared entry with this formula, charge and spin: 1.144 eV
* net charge: +1
* energy: -422.3507 Ha

No. 2
The following is a DFT calculation (wB97M-V/def2-TZVPD) of a structure of composition C27H23F3IrN3O3PS.

```
62
Properties=species:S:1:pos:R:3:forces:R:3
Ir -0.76107 0.89973 1.41482 -0.37 0.04 -0.49
N -2.58375 0.26633 2.66393 -0.04 -0.16 -0.47
C -2.60684 0.99797 3.95102 0.09 -0.13 0.17
C -1.54866 2.10523 4.03983 0.19 0.27 -0.37
O -1.32340 2.66758 5.07279 -0.11 -0.13 0.13
O -0.99955 2.43565 2.87131 -0.24 -0.51 0.82
H -3.43630 0.39926 2.13202 -0.08 0.09 0.14
H -2.49976 -0.72364 2.85845 -0.06 -0.02 -0.11
H -2.43333 0.29136 4.76075 0.02 0.07 0.05
H -3.58629 1.44255 4.11970 0.04 0.09 0.00
O -3.04570 2.83846 1.46173 0.13 -0.05 -0.29
N -2.19272 2.26411 0.52360 -0.20 0.26 0.20
C -2.63398 2.47121 -0.65350 0.24 0.02 -0.07
C -1.99852 2.09314 -1.90695 -0.04 -0.09 0.13
C -2.58061 2.65029 -3.04980 0.02 -0.05 -0.01
C -2.04694 2.41850 -4.30182 -0.01 0.01 -0.01
C -0.92209 1.61645 -4.42384 0.02 -0.02 -0.05
C -0.34541 1.05177 -3.29942 -0.05 0.03 0.02
C -0.86941 1.27873 -2.02725 0.08 0.06 -0.05
P -0.04564 0.37227 -0.67373 -0.23 -0.35 -0.25
C 1.70986 0.70355 -0.99524 -0.01 -0.10 -0.02
C 2.06913 2.00156 -1.35292 0.03 0.06 0.03
C 3.40430 2.34830 -1.48153 -0.02 -0.05 -0.02
C 4.39352 1.39980 -1.26144 0.00 0.00 0.02
C 4.04481 0.10620 -0.90225 0.04 0.04 0.01
C 2.71022 -0.23937 -0.76388 -0.09 -0.07 0.05
C -0.41508 -1.33026 -1.22810 -0.01 0.01 -0.10
C 0.44019 -2.14146 -1.96866 0.02 0.04 0.04
C 0.00361 -3.37274 -2.43915 -0.06 -0.05 -0.01
C -1.29672 -3.79299 -2.20557 0.02 0.00 -0.01
C -2.17124 -2.97269 -1.50379 0.05 -0.01 0.03
C -1.72734 -1.75558 -1.01656 -0.07 0.05 0.05
H -2.39264 3.03794 2.17374 0.05 0.03 0.16
H -3.54838 3.05390 -0.71186 0.03 0.03 -0.05
H -3.45684 3.27649 -2.94135 0.00 0.01 0.00
H -2.50370 2.85982 -5.17664 0.00 0.00 0.00
H -0.49389 1.42205 -5.39792 0.00 0.01 0.00
H 0.52698 0.42218 -3.41849 0.01 -0.01 0.02
H 1.31046 2.75610 -1.52160 -0.02 -0.01 0.01
H 3.67091 3.36050 -1.75336 0.00 0.00 0.00
H 5.43553 1.67075 -1.36448 0.01 0.00 0.00
H 4.81060 -0.63449 -0.71470 0.00 0.00 -0.01
H 2.46001 -1.25073 -0.46562 0.01 0.06 0.05
H 1.44588 -1.82080 -2.19868 -0.02 0.00 -0.02
H 0.68118 -3.99772 -3.00530 0.01 0.00 0.00
H -1.63386 -4.74924 -2.58223 0.00 0.00 0.00
H -3.19567 -3.27963 -1.34111 -0.01 -0.01 0.00
H -2.41924 -1.11012 -0.48044 0.04 -0.02 0.01
F 4.01190 -0.06541 2.70942 0.04 -0.19 0.02
C 3.73414 -1.37449 2.71793 0.01 0.07 0.02
F 4.08871 -1.87179 3.91167 0.00 0.04 -0.15
F 4.51014 -1.96958 1.78941 -0.05 0.06 0.10
C 2.27863 -1.63507 2.43455 0.04 0.06 0.03
C 1.80988 -2.93510 2.40108 -0.03 0.01 0.04
C 0.47019 -3.19965 2.12894 0.01 -0.06 -0.03
C -0.37321 -2.14664 1.86070 0.11 0.11 0.16
N 0.08087 -0.88849 1.90073 0.29 0.09 0.44
C 1.37383 -0.60188 2.19996 -0.39 0.43 -0.18
S 1.44728 1.13135 2.09911 0.55 -0.05 -0.10
H 2.49448 -3.75189 2.59184 0.01 0.00 0.01
H 0.08831 -4.20917 2.11454 0.02 -0.01 0.00
H -1.41777 -2.29049 1.62562 0.01 0.00 -0.09
```
Positions in Å, forces in eV/Å.

Results
* ΔE to the lowest compared entry with this formula, charge and spin: 2.752 eV
* net charge: +1
* energy: -2575.9686 Ha

No. 3
The following is a DFT calculation (wB97M-V/def2-TZVPD) of a structure of composition C3H5NO2.

```
11
Properties=species:S:1:pos:R:3:forces:R:3
C -2.29984 0.14490 -0.11495 -2.18 -2.31 -1.65
C 1.40270 0.33032 0.33631 0.55 1.77 -0.63
C 0.31501 -0.46948 -0.35161 2.27 -0.14 2.16
N -0.73309 -0.60645 0.56401 10.15 2.25 6.23
O -2.65503 1.23638 -0.21932 0.41 0.47 0.53
O -2.05713 -1.02890 -0.18695 -9.61 -0.49 -5.10
H 2.42647 0.41010 -0.02942 -0.19 -0.25 -1.18
H 1.01662 1.32308 0.39864 0.04 1.05 0.30
H 1.61107 0.02310 1.30405 -0.29 -0.92 2.07
H 0.11631 0.01648 -1.25723 -0.83 0.25 -1.85
H 0.85691 -1.37953 -0.44352 -0.31 -1.70 -0.89
```
Positions in Å, forces in eV/Å.

Results
* ΔE to the lowest compared entry with this formula, charge and spin: 2.786 eV
* spin multiplicity: 3
* net charge: 0
* energy: -322.2812 Ha

No. 4
The following is a DFT calculation (wB97M-V/def2-TZVPD) of a structure of composition C3H8N2.

```
13
Properties=species:S:1:pos:R:3:forces:R:3
C 0.36855 0.34921 0.06147 2.10 1.16 0.72
C 0.21226 -1.08809 0.50129 4.23 -1.56 1.09
C -1.03172 0.24729 -0.17112 -5.04 0.01 0.12
H 2.09222 0.53122 -1.15160 1.14 0.19 0.26
H 0.81092 1.64445 -1.54099 1.13 -2.35 1.06
H 0.31971 0.99703 1.01307 1.43 -0.41 -1.12
H 0.26758 -1.62841 -0.49739 -0.79 0.01 1.37
H 1.10227 -1.59087 1.15961 -2.45 1.13 -1.02
H -1.19920 -0.19655 1.91162 0.79 -1.81 -2.29
H -1.27154 -0.34434 -1.08326 -0.03 0.78 0.40
H -1.63680 1.19849 -0.06793 0.28 -1.18 -0.25
N 1.12180 0.69100 -1.12545 -2.14 2.23 -0.61
N -1.15605 -0.81043 0.99068 -0.66 1.81 0.27
```
Positions in Å, forces in eV/Å.

Results
* ΔE to the lowest compared entry with this formula, charge and spin: 3.720 eV
* net charge: 0
* energy: -228.5120 Ha

No. 5
The following is a DFT calculation (wB97M-V/def2-TZVPD) of a structure of composition H12O6Ti.

```
19
Properties=species:S:1:pos:R:3:forces:R:3
Ti -0.12725 -0.12954 -0.09856 -0.52 -0.32 0.28
O -0.29684 0.72000 2.26526 0.02 0.21 -0.21
H -1.15383 1.14622 2.39288 0.03 -0.21 0.06
H 0.19451 0.88699 3.08157 -0.01 -0.11 -0.17
O 0.66646 -2.64860 -1.50220 0.09 0.00 0.45
H 0.04191 -2.86993 -0.78506 0.02 -0.02 -0.25
H 1.21896 -3.43560 -1.61735 -0.15 0.11 -0.08
O 1.14938 1.81014 -0.17586 0.37 0.35 0.01
H 2.08681 1.73126 -0.41518 -0.22 0.00 0.02
H 1.11963 2.46185 0.54132 -0.04 -0.11 -0.18
O -0.71397 0.14293 -2.29202 0.10 0.37 0.08
H -1.52628 -0.19135 -2.69837 0.14 -0.08 0.22
H -0.48420 0.94556 -2.78372 0.01 -0.18 0.10
O -2.52396 0.91317 0.21930 0.33 -0.13 0.24
H -2.71494 1.70112 0.74776 -0.12 -0.03 -0.27
H -3.16767 0.24536 0.50325 0.18 0.07 -0.11
O 1.90943 -0.87910 0.63895 0.02 -0.13 0.11
H 2.13793 -1.79693 0.41943 -0.18 0.20 -0.12
H 2.18390 -0.75355 1.55860 -0.06 0.00 -0.18
```
Positions in Å, forces in eV/Å.

Results
* ΔE to the lowest compared entry with this formula, charge and spin: 0.390 eV
* spin multiplicity: 4
* net charge: +1
* energy: -1307.8416 Ha

No. 6
The following is a DFT calculation (wB97M-V/def2-TZVPD) of a cluster of 2 separate species, C3H4OS in total.

```
9
Properties=species:S:1:pos:R:3:forces:R:3
C 1.04225 1.42173 -0.75952 -0.67 -2.12 0.73
C 0.24750 1.05898 0.23665 -2.58 -3.54 -0.04
C -0.70642 -0.86101 0.13530 2.71 3.43 -0.31
O -1.40688 -3.12181 1.09996 0.32 -0.38 0.21
S -0.58343 -1.92661 1.33374 -0.84 0.95 -1.11
H 1.65117 2.31165 -0.61505 -0.23 0.04 -0.77
H 1.13034 0.61362 -1.56295 0.56 1.66 0.99
H -0.41139 1.36632 1.05702 1.34 0.65 -0.25
H -0.96315 -0.86287 -0.92516 -0.63 -0.68 0.55
```
Positions in Å, forces in eV/Å.

Results
* ΔE to the lowest compared entry with this formula, charge and spin: 4.880 eV
* net charge: 0
* energy: -589.9453 Ha

No. 7
The following is a DFT calculation (wB97M-V/def2-TZVPD) of an isolated molecule of C4H10N2O2.

```
18
Properties=species:S:1:pos:R:3:forces:R:3
C 2.49315 -0.35224 0.27560 0.08 0.02 -0.08
O 1.21911 -0.01563 0.76565 -0.28 0.05 0.05
C 0.28342 0.36653 -0.23236 -0.10 0.06 -0.26
C 0.36370 1.86273 -0.53329 0.10 -0.46 0.10
N -1.03031 0.03018 0.24142 0.28 0.25 0.17
C -1.67016 -1.10719 -0.18231 -0.17 0.24 0.11
N -2.84277 -1.36002 0.47896 -0.26 -0.14 0.16
O -1.29262 -1.77425 -1.11945 0.15 -0.31 -0.30
H 2.43168 -1.16330 -0.45982 0.02 0.03 0.04
H 2.99268 0.50868 -0.18399 0.04 -0.05 0.02
H 3.07125 -0.68442 1.13614 0.07 0.00 -0.10
H 0.44347 -0.22389 -1.14631 -0.04 0.10 0.22
H 1.33068 2.11017 -0.96007 0.13 0.09 -0.03
H -0.41484 2.13298 -1.23970 -0.05 0.05 -0.09
H 0.23095 2.42808 0.38498 -0.03 0.11 0.12
H -1.28177 0.42916 1.13349 -0.04 -0.02 -0.10
H -3.29480 -2.23045 0.26191 0.07 -0.01 0.00
H -3.03284 -0.95710 1.37914 0.02 -0.01 -0.03
```
Positions in Å, forces in eV/Å.

Results
* ΔE to the lowest compared entry with this formula, charge and spin: 0.935 eV
* net charge: 0
* SMILES: CO[C@H](C)NC(N)=O
* energy: -418.4266 Ha

No. 8
The following is a DFT calculation (wB97M-V/def2-TZVPD) of an isolated molecule of C18H13N3O6S.

```
41
Properties=species:S:1:pos:R:3:forces:R:3
C -7.44656 -2.65197 -0.05962 -0.09 -0.38 -0.02
O -6.91564 -1.34488 -0.01524 0.12 0.11 -0.02
C -5.59969 -1.15914 0.00045 0.22 0.27 -0.01
C -4.65096 -2.19154 -0.01608 -0.28 0.01 0.01
C -3.30459 -1.91691 -0.01802 0.18 0.27 0.00
C -2.82088 -0.60330 -0.01158 -0.45 -0.33 0.02
C -1.34632 -0.43642 -0.01539 0.08 -0.03 0.01
O -0.60269 -1.40872 -0.00970 -0.06 -0.10 0.00
N -0.88094 0.84588 -0.02548 -0.26 -0.16 -0.01
C 0.44056 1.29769 -0.02335 0.38 0.19 0.00
S 0.62820 2.93432 -0.03306 -0.02 0.42 0.00
N 1.37741 0.33926 -0.01438 -1.11 -0.56 -0.01
C 2.76596 0.39480 -0.00451 0.77 0.22 0.00
C 3.51126 1.58110 0.01629 -0.08 -0.06 0.00
C 4.88700 1.54011 0.02741 0.40 -0.43 0.00
C 5.55698 0.31794 0.01783 -1.03 -0.12 -0.01
O 6.90736 0.32914 0.02944 0.27 0.20 0.00
C 7.64997 -0.82065 0.02135 0.61 -0.10 0.00
O 8.85034 -0.72480 0.03184 -0.41 -0.02 0.00
C 6.91069 -2.07748 0.00037 -0.44 -0.18 -0.01
C 5.56690 -2.10730 -0.01151 0.52 -0.05 0.00
C 4.82348 -0.88036 -0.00302 0.10 0.63 0.01
C 3.43119 -0.82438 -0.01367 0.10 0.28 0.00
C -3.74603 0.42993 0.00289 -0.05 -0.10 0.00
C -5.10804 0.16505 0.01345 0.48 -0.79 0.03
N -5.99920 1.30303 0.04042 -0.16 0.36 0.00
O -7.16160 1.12714 0.31474 -0.28 0.10 0.12
O -5.50470 2.38388 -0.20885 0.09 0.43 -0.10
H -7.16273 -3.22766 0.82548 0.00 0.03 -0.04
H -7.13183 -3.18091 -0.96350 0.00 0.03 0.04
H -8.52652 -2.51930 -0.07348 0.10 -0.05 0.00
H -4.97628 -3.21876 -0.02507 -0.07 -0.07 -0.01
H -2.58482 -2.72150 -0.02611 0.02 -0.06 0.00
H -1.54285 1.61182 -0.03798 0.24 -0.13 0.00
H 0.98319 -0.61049 -0.01490 0.05 0.34 0.00
H 3.00705 2.53213 0.02401 0.02 -0.04 0.00
H 5.46558 2.44934 0.04391 0.07 0.12 0.00
H 7.51432 -2.97066 -0.00511 0.04 -0.04 0.00
H 5.02263 -3.04097 -0.02745 0.02 -0.12 0.00
H 2.86941 -1.74754 -0.02918 -0.07 -0.12 0.00
H -3.46873 1.47439 0.00958 -0.03 0.00 -0.01
```
Positions in Å, forces in eV/Å.

Results
* net charge: 0
* SMILES: COc1ccc(C(=O)NC(=S)Nc2ccc3oc(=O)ccc3c2)cc1[N+](=O)[O-]
* energy: -1707.5689 Ha

Please write out number 3 again, unchanged.
The following is a DFT calculation (wB97M-V/def2-TZVPD) of a structure of composition C3H5NO2.

```
11
Properties=species:S:1:pos:R:3:forces:R:3
C -2.29984 0.14490 -0.11495 -2.18 -2.31 -1.65
C 1.40270 0.33032 0.33631 0.55 1.77 -0.63
C 0.31501 -0.46948 -0.35161 2.27 -0.14 2.16
N -0.73309 -0.60645 0.56401 10.15 2.25 6.23
O -2.65503 1.23638 -0.21932 0.41 0.47 0.53
O -2.05713 -1.02890 -0.18695 -9.61 -0.49 -5.10
H 2.42647 0.41010 -0.02942 -0.19 -0.25 -1.18
H 1.01662 1.32308 0.39864 0.04 1.05 0.30
H 1.61107 0.02310 1.30405 -0.29 -0.92 2.07
H 0.11631 0.01648 -1.25723 -0.83 0.25 -1.85
H 0.85691 -1.37953 -0.44352 -0.31 -1.70 -0.89
```
Positions in Å, forces in eV/Å.

Results
* ΔE to the lowest compared entry with this formula, charge and spin: 2.786 eV
* spin multiplicity: 3
* net charge: 0
* energy: -322.2812 Ha

Copy entry 1 word for word.
The following is a DFT calculation (wB97M-V/def2-TZVPD) of a cluster of 3 separate species, C4H17N2O2 in total.

```
25
Properties=species:S:1:pos:R:3:forces:R:3
C 0.67876 -0.54186 1.65220 -0.74 -1.11 -1.10
N 0.76182 0.87988 1.71142 0.62 0.16 -0.16
C 0.47784 -0.97259 0.16215 0.30 1.00 -1.44
N -0.66517 -0.12968 -0.38225 -1.20 0.21 0.65
C -2.00529 -0.53513 0.18309 -0.09 0.83 0.17
C 1.72492 -0.62386 -0.65131 0.50 -0.24 0.31
H -0.14957 -0.97732 2.21411 0.21 -0.08 0.43
H 1.61338 -1.03592 1.90456 0.01 0.18 0.51
H -0.08163 1.40340 1.56705 -0.11 0.01 0.32
H 1.32388 1.28231 2.44112 0.01 -0.16 0.11
H 0.17301 -1.99466 -0.06214 -0.03 -0.15 0.73
H -0.86694 -0.16457 -1.39204 1.22 -0.42 -0.10
H -0.46057 0.85260 -0.18442 0.06 0.10 0.19
H -2.59643 0.35092 0.41249 -0.04 0.09 -0.50
H -1.94568 -1.03392 1.14178 0.40 -0.48 -0.18
H -2.45172 -1.12496 -0.60552 -0.45 -0.28 0.32
H 2.44439 -1.44428 -0.67327 -0.07 -0.07 0.39
H 2.19048 0.23054 -0.17202 0.19 0.18 -0.15
H 1.56828 -0.40738 -1.69839 -0.41 0.25 -0.12
H 0.18820 -1.00142 -3.70878 0.09 -0.26 0.01
H 0.05494 -1.96612 -2.47474 0.23 -0.10 -0.51
O -0.36500 -1.24915 -2.96109 -0.50 0.22 0.29
H -0.24296 3.56444 -0.19556 0.01 0.15 0.11
H -0.68226 3.58820 1.28497 -0.02 0.19 -0.11
O -0.68668 3.05054 0.48658 -0.22 -0.21 -0.15
```
Positions in Å, forces in eV/Å.

Results
* ΔE to the lowest compared entry with this formula, charge and spin: 1.144 eV
* net charge: +1
* energy: -422.3507 Ha